[1]
The following is a DFT calculation (ωB97M-V/def2-TZVPD) of C4H11NO in the gas phase in a non-equilibrium geometry.

Output
ΔE to the lowest compared entry with this formula, charge and spin: 201.17 kJ/mol
LUMO energy: 0.94 eV
Orbital gap: 10.019 eV
SMILES: CN(C)CCO
HOMO: -0.334 Ha

Structure (XYZ):
```
17
C4H11NO (ωB97M-V/def2-TZVPD)
C -1.9624 0.4314 -0.0429
N -0.6887 -0.1623 0.3241
C -0.3646 0.2362 1.6957
C 0.3241 0.3295 -0.5781
C 1.4651 -0.7543 -0.6701
O 2.7325 -0.4916 -1.3546
H -2.7398 0.3595 0.7241
H -1.8677 1.4914 -0.2952
H -2.2992 -0.1844 -0.8996
H -0.1652 1.3041 1.8526
H 0.5448 -0.1907 2.0972
H -1.1018 -0.1157 2.4162
H 0.7287 1.3545 -0.5052
H -0.1024 0.2671 -1.5875
H 1.0901 -1.5347 -1.3202
H 1.6792 -1.2858 0.2712
H 2.7273 -1.0542 -2.1277
```

***

[2]
The following is a DFT calculation (ωB97M-V/def2-TZVPD) of 2 unconnected molecules or ions with the total composition C4H11NO in a non-equilibrium geometry.

Output
ΔE to the lowest compared entry with this formula, charge and spin: 293.78 kJ/mol
LUMO energy (alpha / beta): -5.47 / -9.13 eV
Orbital gap (alpha / beta): 8.874 / 5.206 eV
Charge: +1
HOMO (alpha / beta): -0.527 / -0.527 Ha
Spin multiplicity: 2

Structure (XYZ):
```
17
C4H11NO (ωB97M-V/def2-TZVPD)
C 2.2343 -0.6987 0.0883
C 1.3330 -0.3545 -1.1026
C 0.3086 0.7638 -0.6414
C -0.2200 0.9609 1.6396
N -0.4517 0.3620 0.5407
H 1.7763 -1.1960 0.9285
H 2.5681 0.2912 0.4440
H 3.1114 -1.2447 -0.2457
H 1.9498 0.3154 -1.7504
H 0.9021 -1.1389 -1.7290
H 0.8317 1.6892 -0.4507
H -0.3616 0.8933 -1.4969
H 0.6713 1.6147 1.6848
H -1.0299 0.9387 2.3938
H -4.1316 -1.2338 -0.7381
H -4.7826 -1.2527 0.6112
O -4.7090 -0.7100 -0.1762
```